11 unconnected molecules or ions with the total composition C22H66O22 at a distorted geometry, computed with the ωB97M-V functional and the def2-TZVPD basis.

Last column: Löwdin charge in e.
Geometry (Å):
O  0.424  29.556  3.573  -0.084
C  0.051  29.784  4.927  -0.231
C  -1.349  29.231  5.215  -0.240
O  -1.353  27.824  5.159  -0.070
H  -0.248  29.927  2.969  0.045
H  0.822  29.301  5.525  0.123
H  0.126  30.858  5.131  0.112
H  -2.026  29.681  4.483  0.093
H  -1.611  29.510  6.237  0.125
H  -0.853  27.555  4.375  0.100
O  -7.849  32.803  3.831  -0.070
C  -7.706  32.985  2.428  -0.231
C  -6.686  32.029  1.832  -0.201
O  -5.724  32.691  0.974  -0.095
H  -6.990  33.039  4.195  0.030
H  -8.649  32.969  1.878  0.118
H  -7.347  34.002  2.209  0.120
H  -7.155  31.275  1.192  0.122
H  -6.102  31.525  2.601  0.098
H  -6.019  32.632  0.064  0.083
O  -6.468  28.775  10.333  -0.071
C  -7.007  27.545  9.885  -0.233
C  -5.906  26.642  9.342  -0.251
O  -5.045  26.154  10.344  -0.049
H  -7.089  29.497  10.203  0.058
H  -7.461  27.015  10.729  0.124
H  -7.757  27.689  9.104  0.088
H  -5.384  27.184  8.547  0.114
H  -6.388  25.803  8.833  0.115
H  -4.123  26.321  10.153  0.078
O  -6.638  33.963  6.262  -0.062
C  -5.242  34.196  6.176  -0.224
C  -4.679  33.423  4.990  -0.196
O  -4.793  32.016  5.279  -0.098
H  -6.744  33.365  7.032  0.052
H  -5.079  35.265  6.014  0.122
H  -4.709  33.829  7.058  0.127
H  -3.638  33.711  4.838  0.115
H  -5.271  33.576  4.087  0.112
H  -3.977  31.772  5.733  0.100
O  -7.033  32.224  8.419  -0.063
C  -6.403  30.989  8.097  -0.207
C  -7.361  29.944  7.570  -0.201
O  -8.192  29.483  8.641  -0.104
H  -7.755  32.059  9.035  0.107
H  -5.585  31.124  7.391  0.101
H  -5.946  30.612  9.026  0.117
H  -6.785  29.191  7.025  0.080
H  -8.019  30.472  6.865  0.135
H  -8.652  28.713  8.283  0.064
O  -3.024  25.326  5.537  -0.074
C  -2.528  24.418  6.504  -0.249
C  -1.540  23.428  5.952  -0.215
O  -0.193  23.938  6.184  -0.086
H  -2.473  26.117  5.507  0.043
H  -2.187  24.948  7.393  0.125
H  -3.378  23.823  6.859  0.116
H  -1.620  23.207  4.887  0.119
H  -1.614  22.446  6.428  0.110
H  0.271  23.887  5.345  0.070
O  -11.718  23.495  5.592  -0.069
C  -10.725  23.673  4.608  -0.244
C  -9.489  24.376  5.188  -0.227
O  -9.670  25.772  5.256  -0.073
H  -12.099  24.334  5.895  0.052
H  -10.495  22.706  4.152  0.117
H  -11.154  24.221  3.754  0.119
H  -8.624  24.086  4.569  0.117
H  -9.199  23.945  6.146  0.126
H  -9.846  26.098  4.367  0.100
O  -13.049  25.773  7.094  -0.065
C  -12.604  26.234  8.365  -0.232
C  -11.086  26.279  8.352  -0.228
O  -10.628  27.317  7.491  -0.064
H  -13.997  25.929  7.053  0.095
H  -12.918  27.267  8.576  0.121
H  -13.054  25.668  9.186  0.118
H  -10.768  25.350  7.859  0.113
H  -10.643  26.281  9.349  0.120
H  -10.178  26.852  6.775  0.038
O  -1.767  29.973  1.898  -0.079
C  -2.977  30.719  1.762  -0.216
C  -2.699  32.194  1.995  -0.228
O  -2.143  32.391  3.278  -0.064
H  -2.061  29.054  1.882  0.105
H  -3.436  30.535  0.789  0.126
H  -3.712  30.465  2.538  0.111
H  -3.623  32.760  1.876  0.097
H  -2.004  32.547  1.224  0.129
H  -1.194  32.518  3.247  0.091
O  -9.874  29.325  1.787  -0.073
C  -10.535  29.536  3.042  -0.226
C  -9.573  29.971  4.111  -0.211
O  -8.821  28.844  4.547  -0.096
H  -10.400  29.692  1.077  0.072
H  -11.276  30.329  2.894  0.121
H  -11.013  28.592  3.317  0.115
H  -10.091  30.436  4.953  0.127
H  -8.875  30.712  3.719  0.102
H  -7.870  29.065  4.576  0.041
O  -6.163  29.713  4.549  -0.090
C  -5.323  28.710  5.114  -0.215
C  -6.099  27.421  5.258  -0.190
O  -7.107  27.543  6.266  -0.112
H  -5.766  30.568  4.802  0.049
H  -4.470  28.569  4.439  0.116
H  -4.937  29.045  6.085  0.122
H  -5.400  26.618  5.503  0.112
H  -6.651  27.121  4.363  0.133
H  -7.941  27.695  5.807  0.043

largest force on an atom	0.037	hartree/bohr
highest occupied orbital energy	-9.3	eV
HOMO-LUMO gap	0.349	hartree
calculated total energy	-2532.8859	Ha

A molecular structure, C22H68N12O12 at a distorted geometry, computed with the ωB97M-V functional and the def2-TZVPD basis.

Last column: Löwdin charge in e.
Geometry (Å):
C  -3.683  0.866  -0.260  -0.138
O  -2.404  1.332  0.004  -0.148
H  -3.996  0.690  -1.236  0.050
H  -4.373  1.669  0.121  0.113
H  -3.840  0.027  0.350  0.045
H  -1.878  0.516  0.216  0.030
C  2.979  -0.568  -4.313  -0.648
O  2.059  -0.453  -3.298  -0.110
N  4.238  -0.499  -4.140  0.155
N  2.556  -0.745  -5.515  0.165
H  4.706  -0.840  -3.214  0.174
H  4.993  -0.523  -4.908  0.158
H  1.515  -0.617  -5.640  0.153
H  3.115  -0.744  -6.350  0.112
C  3.314  2.484  0.033  -0.646
O  3.969  1.346  -0.272  -0.075
N  2.109  2.359  0.551  0.063
N  2.852  3.382  -0.705  0.047
H  2.113  1.356  0.766  0.076
H  2.131  2.645  1.601  0.128
H  3.462  3.617  -1.665  0.154
H  3.133  4.362  -0.269  0.164
C  -0.819  4.366  0.345  -0.577
O  -2.074  4.978  0.202  -0.117
N  -0.540  3.110  0.243  0.092
N  0.372  4.732  -0.153  0.029
H  -0.709  2.856  1.257  0.093
H  -1.387  2.568  -0.036  0.079
H  0.752  5.603  0.421  0.128
H  0.269  5.502  -0.888  0.119
C  -1.324  -0.946  3.520  -0.588
O  -0.227  -0.231  3.933  -0.071
N  -2.275  -0.349  2.868  0.152
N  -1.405  -2.225  3.552  0.199
H  -2.330  0.691  2.856  0.131
H  -3.235  -0.834  2.778  0.196
H  -0.539  -2.688  3.877  0.152
H  -2.196  -2.865  3.344  0.143
C  0.105  1.891  -2.775  -0.584
O  -1.172  1.489  -2.717  -0.053
N  0.395  3.104  -2.454  0.037
N  0.977  1.557  -1.813  0.031
H  -0.537  3.578  -2.815  0.134
H  0.975  3.481  -3.293  0.145
H  0.706  0.485  -1.423  0.053
H  1.690  0.940  -2.347  0.089
C  -0.202  -0.551  0.390  -0.576
O  0.436  0.269  1.293  -0.045
N  0.305  -0.672  -0.807  0.169
N  -1.381  -1.054  0.540  0.146
H  1.341  -0.879  -0.779  0.104
H  -0.270  -1.109  -1.583  0.141
H  -1.754  -0.857  1.600  0.081
H  -1.901  -1.760  -0.040  0.097
C  -1.964  -4.114  0.065  -0.045
C  -3.382  -3.749  -0.271  -0.629
C  -3.982  -4.326  -1.557  -0.019
O  -4.147  -3.991  0.685  0.044
H  -1.726  -5.143  -0.077  0.078
H  -1.703  -3.897  1.120  0.073
H  -1.196  -3.478  -0.466  0.076
H  -3.364  -2.623  -0.325  0.131
H  -4.036  -5.343  -1.816  0.066
H  -3.280  -4.138  -2.358  0.044
H  -4.912  -3.813  -1.812  0.097
H  -4.032  -4.872  0.916  0.090
C  -0.213  4.025  3.771  -0.003
C  -1.254  2.912  3.685  -0.542
C  -2.726  3.371  3.503  -0.009
O  -1.103  2.192  2.648  -0.108
H  -0.315  4.643  4.654  0.077
H  -0.309  4.709  2.950  0.058
H  0.855  3.761  3.633  0.076
H  -1.248  2.214  4.528  0.142
H  -3.059  3.926  4.388  0.084
H  -3.421  2.583  3.346  0.056
H  -2.838  3.972  2.640  0.059
H  -0.521  1.407  2.736  0.076
C  1.956  -2.936  0.882  -0.016
C  2.995  -2.472  -0.223  -0.532
C  2.630  -3.203  -1.558  -0.040
O  2.949  -1.228  -0.450  -0.023
H  0.854  -2.726  0.688  0.066
H  2.093  -2.335  1.734  0.029
H  1.936  -4.022  1.162  0.091
H  3.988  -2.782  0.087  0.144
H  1.661  -2.914  -1.912  0.048
H  2.502  -4.297  -1.444  0.075
H  3.383  -3.263  -2.320  0.058
H  3.869  -1.012  -0.454  0.106
C  -2.334  -2.779  -4.908  -0.031
C  -1.712  -1.837  -3.893  -0.625
C  -2.830  -1.092  -3.160  -0.033
O  -1.075  -2.418  -2.982  -0.010
H  -3.124  -2.351  -5.460  0.066
H  -2.745  -3.713  -4.509  0.080
H  -1.602  -3.011  -5.685  0.081
H  -1.012  -1.181  -4.366  0.127
H  -2.472  -0.468  -2.346  0.033
H  -3.487  -1.911  -2.796  0.074
H  -3.407  -0.417  -3.841  0.107
H  -0.628  -3.135  -3.408  0.114
C  3.596  -0.252  3.311  -0.027
C  2.858  0.941  3.885  -0.587
C  3.638  2.268  3.830  -0.024
O  1.719  1.277  3.395  -0.063
H  3.740  -0.132  2.247  0.066
H  2.901  -1.061  3.468  0.063
H  4.546  -0.437  3.770  0.075
H  2.635  0.566  4.894  0.140
H  3.722  2.768  2.820  0.082
H  4.691  2.079  4.143  0.087
H  3.144  2.940  4.450  0.043
H  1.182  0.475  3.410  0.030

largest force on an atom	0.374	hartree/bohr
highest occupied orbital energy	-6.2	eV
HOMO-LUMO gap	0.226	hartree
calculated total energy	-2438.1344	Ha